The following is a quantum chemistry calculation of a single C6H7N3O2 molecule, from the OMol25 dataset.

Properties
spin multiplicity	1
SMILES	C/C=N\C(=O)Nc1cocn1
energy relative to the best compared isomer or geometry (same formula, charge and spin)	122.8	kJ/mol
strongest force on any atom	3.51	eV/A
HOMO energy	-0.3278	hartree

Each atom is followed by the atoms it is bonded to, with distances in Å.
Cartesian coordinates (Å):
1 H 3.24 -1.96 -1.23  C6 1.146
2 O -2.78 -0.85 1.22  C7 1.383, C15 1.318
3 H 2.39 -1.29 1.04  C16 1.055
4 H 2.63 -0.36 -1.85  C6 1.130
5 N 1.54 0.40 0.50  C14 1.402, C16 1.266
6 C 2.42 -1.18 -1.10  H1 1.146, H4 1.130, C16 1.443, H17 1.102
7 C -1.52 -0.59 0.72  O2 1.383, H8 1.049, C18 1.331
8 H -0.75 -1.25 0.99  C7 1.049
9 O 1.56 2.16 -0.97  C14 1.219
10 N -0.51 1.56 -0.14  H12 1.000, C14 1.447, C18 1.397
11 H -4.48 0.02 1.02  C15 1.057
12 H -0.80 2.36 -0.67  N10 1.000
13 N -2.72 1.24 0.60  C15 1.274, C18 1.387
14 C 0.92 1.38 -0.29  N5 1.402, O9 1.219, N10 1.447
15 C -3.45 0.25 0.97  O2 1.318, H11 1.057, N13 1.274
16 C 2.15 -0.68 0.22  H3 1.055, N5 1.266, C6 1.443
17 H 1.62 -1.89 -1.37  C6 1.102
18 C -1.48 0.69 0.34  C7 1.331, N10 1.397, N13 1.387